1.
{"formula": "C4H13NO2", "method": "the ωB97M-V functional and the def2-TZVPD basis", "elements": ["C", "H", "H", "C", "H", "O", "H", "H", "H", "H", "H", "O", "H", "C", "H", "H", "N", "C", "H", "H"], "positions_angstrom": [[-0.1371, -1.3829, 0.5770], [0.4708, -1.3217, 1.4709], [2.0302, -0.0452, -0.7886], [-1.8514, -0.6587, -1.5810], [-2.6494, -1.1681, -3.2915], [1.6612, 2.9146, 4.0475], [2.4170, 3.2597, 4.5382], [0.2551, -0.5875, -2.0972], [-1.1749, -1.5491, 0.8244], [-0.4746, 1.0147, -1.7226], [1.8253, 0.3403, 0.9495], [-2.4250, -0.3517, -2.8385], [-1.8104, -1.7265, -1.3631], [1.3657, 0.3994, -0.0380], [1.9137, 1.9892, 3.9370], [1.3279, 1.4788, -0.2448], [0.0172, -0.1058, -0.0903], [-0.4804, -0.0441, -1.4656], [-2.4626, -0.2056, -0.7911], [0.1817, -2.2497, -0.0321]], "atomic_forces_ev_per_a": [[0.290, 0.089, -0.608], [-0.106, -0.335, 0.295], [0.162, -0.244, 0.017], [-0.227, 0.596, 0.511], [0.004, 0.073, -0.002], [0.441, -0.278, 0.151], [-0.169, 0.231, -0.027], [-0.344, 0.202, -0.282], [-0.284, -0.056, 0.305], [-0.215, -0.074, -0.398], [-0.199, -0.372, 0.023], [-0.021, -0.265, -0.198], [-0.043, -0.092, -0.304], [0.012, 1.088, -0.145], [-0.272, 0.049, -0.124], [0.087, -0.178, -0.155], [-0.231, 0.040, 0.261], [1.018, -0.497, 0.690], [-0.123, -0.057, -0.076], [0.219, 0.080, 0.066]], "mulliken_charge": [-0.966, 0.356, 0.344, -0.620, 0.318, -0.634, 0.320, 0.273, 0.309, 0.333, 0.310, -0.512, 0.351, -0.992, 0.314, 0.324, -0.053, -0.351, 0.276, 0.300], "e_homo_ev": -8.42, "lumo_ev": 0.756, "smiles": "CN(C)CCO.O", "e_above_lowest_kj_mol": 125.9, "gap_ev": 9.2}

2.
{"formula": "C4H13NO2", "method": "the ωB97M-V functional and the def2-TZVPD basis", "elements": ["H", "H", "H", "C", "C", "C", "H", "N", "O", "H", "H", "H", "C", "O", "H", "H", "H", "H", "H", "H"], "positions_angstrom": [[-0.7294, 3.0417, 0.5247], [1.0159, 1.8215, 1.3264], [-2.4078, 2.3090, 0.6200], [0.7332, 0.8022, 0.9953], [1.9263, -1.4117, 1.4766], [-1.3628, 2.2353, 0.9208], [-1.0412, 0.4245, -0.1300], [1.1283, -0.3323, 1.9471], [1.1062, -2.2209, 0.6639], [1.1788, 0.5391, 0.0609], [2.2192, -1.8608, 2.4438], [-1.2072, 0.3411, 1.7205], [-0.8347, 0.8351, 0.7990], [-2.1639, -0.1996, -5.6168], [-1.4442, 0.1112, -5.0931], [0.8793, -1.7353, -0.0810], [-1.3140, 2.7067, 1.9145], [2.9119, -0.8770, 1.0884], [0.2033, -0.6269, 2.3251], [-2.4724, 0.7304, -5.8772]], "atomic_forces_ev_per_a": [[-0.256, -0.485, -1.380], [0.438, -0.809, 0.055], [0.146, 0.254, -0.304], [-0.844, -1.216, 1.055], [0.572, 2.244, 1.003], [-0.036, 1.930, 0.535], [-0.981, -1.214, -1.396], [-1.938, 3.165, 0.389], [1.938, -2.361, 1.792], [0.582, 0.404, -0.866], [-0.077, -0.980, -1.051], [-0.376, -0.477, -1.135], [2.186, 1.240, 3.192], [-1.268, 2.492, -1.014], [1.263, -0.356, 0.938], [-0.644, 1.379, -2.194], [-0.321, -1.149, 0.563], [-1.894, -1.581, -0.112], [1.505, -0.349, -0.144], [0.005, -2.133, 0.074]], "mulliken_charge": [0.370, 0.323, 0.344, -0.539, -0.428, -1.439, 0.348, -0.381, -0.503, 0.245, 0.359, 0.219, -0.147, -0.632, 0.306, 0.306, 0.382, 0.294, 0.248, 0.327], "e_homo_ev": -8.83, "lumo_ev": 0.481, "smiles": "CCCNCO.O", "e_above_lowest_kj_mol": 220.8, "gap_ev": 9.3}

3.
{"formula": "C4H13NO2", "method": "the ωB97M-V functional and the def2-TZVPD basis", "elements": ["H", "H", "H", "N", "O", "C", "C", "H", "H", "H", "H", "C", "H", "H", "H", "H", "C", "H", "H", "O"], "positions_angstrom": [[-1.4947, 1.1809, -2.0931], [0.1703, -3.2858, -1.7598], [-1.0445, -1.6747, 0.0162], [0.3860, 1.5836, 0.6369], [1.0227, 0.3719, 3.4167], [-0.4413, 0.8657, -0.3095], [-0.9889, 1.8094, -1.3576], [0.5894, -0.3151, 3.9558], [0.6860, 1.0727, 1.4605], [0.7198, 1.2137, 3.6839], [1.1845, 2.0362, 0.2355], [-0.0829, -1.7429, -0.4978], [1.3542, -0.1235, -0.8116], [0.7638, -2.2207, -0.0190], [-0.3286, 2.4965, -1.8907], [-1.7681, 2.4994, -1.0108], [0.2967, -0.3382, -0.9824], [0.2865, -0.2756, -2.0759], [-1.2655, 0.3785, 0.2214], [-0.4763, -2.5701, -1.6403]], "atomic_forces_ev_per_a": [[0.059, 0.166, -0.270], [-0.372, 0.501, 0.080], [0.576, -0.121, 0.912], [-0.495, 0.369, 0.986], [0.506, -2.035, -0.324], [0.802, -0.595, -0.302], [-1.439, 0.269, -0.532], [0.199, 0.751, -0.291], [-0.159, -0.264, -0.352], [-0.709, 1.292, 0.701], [0.217, 0.070, -0.431], [-0.749, 0.148, -2.112], [0.164, -0.335, 0.333], [-0.332, -0.060, 0.715], [0.700, -0.527, 0.159], [0.105, -0.280, 0.519], [1.049, 0.743, -0.183], [-0.700, -0.293, 0.071], [-0.168, 0.550, 0.176], [0.745, -0.349, 0.143]], "mulliken_charge": [0.402, 0.298, 0.217, -0.695, -0.668, 0.523, -1.528, 0.315, 0.300, 0.313, 0.224, -0.357, 0.298, 0.315, 0.342, 0.337, -0.824, 0.455, 0.283, -0.551], "e_homo_ev": -8.65, "lumo_ev": 0.758, "smiles": "C[C@H](N)CCO.O", "e_above_lowest_kj_mol": 111.5, "gap_ev": 9.4}

4.
{"formula": "C4H13NO2", "method": "the ωB97M-V functional and the def2-TZVPD basis", "elements": ["H", "C", "O", "C", "N", "H", "H", "H", "H", "C", "H", "H", "H", "O", "H", "H", "H", "H", "C", "H"], "positions_angstrom": [[1.3586, 1.1707, -2.6512], [-1.8526, -0.6065, 1.4853], [0.8690, -1.4983, -2.6955], [0.3345, 0.1236, 2.1531], [-0.6373, 0.0750, 1.0300], [-1.2841, 0.9518, -0.7579], [0.0502, -0.4589, -0.9377], [0.0777, 0.7227, 3.0442], [1.3483, 0.3529, 1.8654], [0.7160, 1.3363, -0.6580], [0.6081, -2.0387, -3.4492], [0.8020, 2.3032, -0.3039], [1.6825, 0.8105, -0.4040], [0.6225, 1.5221, -2.1385], [-2.3635, 0.0514, 2.2557], [-1.4764, -1.5760, 1.8577], [1.6744, -1.9085, -2.4148], [-2.5214, -0.8017, 0.5942], [-0.4241, 0.3809, -0.3794], [0.4156, -0.9126, 2.5046]], "atomic_forces_ev_per_a": [[-0.032, -0.218, 0.598], [0.449, 0.676, -1.292], [-0.436, 0.036, -0.523], [-0.388, -1.083, -1.113], [-0.101, 0.875, 1.507], [-0.137, -1.123, -0.359], [-1.873, 0.049, -0.085], [-0.345, 0.152, -0.580], [0.207, 0.500, -0.405], [2.002, -2.200, -2.671], [-0.185, 0.127, -0.033], [-0.542, 1.897, 1.320], [-0.725, 0.580, -0.257], [-0.048, 0.316, 0.977], [0.271, -1.172, -0.647], [-0.907, 0.106, 0.426], [0.820, -0.348, 0.406], [0.543, 0.299, 1.118], [1.364, 0.595, 1.245], [0.062, -0.065, 0.368]], "mulliken_charge": [0.286, -1.003, -0.598, -1.019, 0.121, 0.381, 0.217, 0.262, 0.340, -0.830, 0.273, 0.426, 0.317, -0.520, 0.261, 0.301, 0.297, 0.337, -0.190, 0.340], "e_homo_ev": -7.50, "lumo_ev": 0.511, "smiles": "CN(C)CCO.O", "e_above_lowest_kj_mol": 246.8, "gap_ev": 8.0}

5.
{"formula": "C4H13NO2", "method": "the ωB97M-V functional and the def2-TZVPD basis", "elements": ["H", "H", "C", "H", "H", "N", "H", "C", "C", "H", "H", "H", "H", "H", "H", "H", "O", "O", "C", "H"], "positions_angstrom": [[-0.5339, -0.7872, -1.9941], [-1.3119, 2.4408, 0.8230], [2.1280, -0.0318, 0.9253], [1.0215, 1.4942, -1.2138], [-1.9242, 0.9508, -3.0259], [-0.5196, 0.1747, -1.6796], [-1.3450, 1.0078, 0.3315], [-0.8907, 1.0821, -2.7409], [1.0699, -0.1463, 0.1549], [0.0312, -2.5260, 2.5026], [-0.7091, 2.1184, -2.4611], [0.5939, -3.1698, 3.7639], [2.2034, -0.5386, 1.8803], [1.6069, 0.0854, -1.9220], [2.9836, 0.5932, 0.7077], [-0.2922, 0.9136, -3.6484], [-0.2244, -3.0605, 3.2604], [-1.9065, 1.6867, 0.7489], [0.8369, 0.4141, -1.2084], [0.2739, -0.7861, 0.5404]], "atomic_forces_ev_per_a": [[-0.435, 0.008, -0.117], [-0.120, 0.035, 0.099], [0.737, 0.336, 0.542], [-0.261, 0.081, 0.290], [-0.339, 0.040, 0.117], [0.362, -0.016, 0.693], [-0.454, 0.158, -0.096], [0.423, -0.207, -0.865], [-0.480, -0.870, 0.120], [-0.040, 0.013, -0.016], [-0.202, -0.025, 0.287], [-0.237, 0.009, -0.106], [-0.223, -0.006, -0.029], [-0.035, -0.417, 0.051], [0.057, 0.047, -0.326], [0.027, 0.057, -0.072], [0.284, -0.026, 0.122], [0.482, -0.172, -0.126], [0.527, 0.866, -0.322], [-0.072, 0.089, -0.246]], "mulliken_charge": [0.222, 0.319, -0.776, 0.329, 0.301, -0.289, 0.299, -0.897, 0.002, 0.331, 0.290, 0.313, 0.201, 0.449, 0.271, 0.362, -0.646, -0.674, -0.596, 0.191], "e_homo_ev": -9.44, "lumo_ev": 0.739, "smiles": "C=CCNC.O.O", "e_above_lowest_kj_mol": 145.2, "gap_ev": 10.2}